DFT (the ωB97M-V functional and the def2-TZVPD basis) results for a structure of composition C37H58N7O4PRuSSi in a non-equilibrium geometry.

Geometry as ORCA input:
```
! RIJCOSX wB97M-V def2-TZVPD def2/J DEFGRID3
* xyz 1 2
Ru -0.96 0.41 -1.19
C -5.24 2.56 3.78
Si -5.00 2.68 1.93
C -5.48 4.38 1.31
C -6.03 1.37 1.09
C -3.14 2.50 1.61
C -2.27 3.25 2.41
C -0.89 3.20 2.24
C -0.38 2.42 1.23
N -1.18 1.72 0.44
C -2.52 1.73 0.63
S -3.21 0.56 -0.49
H -6.31 2.61 4.02
H -4.75 3.38 4.32
H -4.85 1.62 4.17
H -6.53 4.58 1.51
H -5.31 4.47 0.24
H -4.89 5.16 1.81
H -7.07 1.51 1.39
H -5.73 0.36 1.38
H -5.98 1.44 0.00
H -2.67 3.88 3.20
H -0.22 3.77 2.88
H 0.69 2.32 1.05
C 2.33 0.05 -2.25
N 0.99 0.65 -2.35
C 0.88 1.63 -3.17
C -0.33 2.36 -3.24
C -0.73 3.47 -3.97
C -2.02 3.79 -3.51
C -2.34 2.86 -2.53
N -1.33 1.99 -2.36
C 2.53 -1.22 -3.04
C 2.88 -2.39 -2.38
C 3.07 -3.58 -3.08
C 2.93 -3.59 -4.46
C 2.60 -2.42 -5.14
C 2.40 -1.25 -4.43
H 2.54 -0.17 -1.21
H 3.06 0.79 -2.59
H 1.72 1.95 -3.78
H -0.15 3.99 -4.72
H -2.65 4.59 -3.85
H -3.25 2.78 -1.96
H 3.02 -2.35 -1.30
H 3.36 -4.48 -2.56
H 3.10 -4.51 -5.01
H 2.51 -2.42 -6.21
H 2.14 -0.34 -4.96
N -0.16 -3.14 2.22
C -0.18 -3.76 0.87
C -0.25 -2.64 -0.17
N -1.29 -1.63 0.08
C -1.46 -1.24 1.49
C -1.43 -2.40 2.47
H 0.63 -2.44 2.31
H -0.01 -3.86 2.94
H -1.05 -4.42 0.83
H 0.72 -4.35 0.74
H -0.43 -3.10 -1.14
H 0.71 -2.13 -0.20
H -2.19 -1.95 -0.28
H -2.41 -0.72 1.58
H -0.66 -0.55 1.74
H -2.25 -3.10 2.33
H -1.42 -2.04 3.49
C 3.75 -0.78 4.06
C 2.67 -1.76 3.65
C 1.77 -2.07 4.84
C 3.30 -3.02 3.07
O 1.76 -1.18 2.64
P 2.27 -0.28 1.35
O 3.47 -0.90 0.75
O 1.02 -0.13 0.53
O 2.57 1.11 2.10
C 3.52 2.14 1.69
C 3.47 2.36 0.19
C 4.92 1.76 2.12
C 3.06 3.39 2.44
H 4.33 -1.22 4.87
H 3.32 0.16 4.41
H 4.42 -0.58 3.23
H 2.38 -2.33 5.71
H 1.11 -2.91 4.66
H 1.17 -1.19 5.10
H 3.96 -3.47 3.81
H 3.87 -2.77 2.18
H 2.55 -3.77 2.81
H 3.98 1.55 -0.33
H 3.99 3.30 -0.05
H 2.44 2.43 -0.18
H 5.20 0.80 1.67
H 5.00 1.69 3.20
H 5.62 2.52 1.77
H 2.16 3.82 1.98
H 3.84 4.14 2.42
H 2.83 3.14 3.47
N -2.55 -3.21 -6.11
C -2.19 -2.45 -5.04
C -3.04 -1.47 -4.52
C -2.63 -0.73 -3.43
N -1.46 -0.91 -2.81
C -0.64 -1.84 -3.32
C -0.96 -2.63 -4.40
H -3.37 -2.98 -6.64
H -1.88 -3.80 -6.55
H -4.00 -1.27 -4.97
H -3.27 0.06 -3.05
H 0.31 -1.96 -2.84
H -0.24 -3.35 -4.75
*
```

Values from the calculation:
<S²>: 0.755
Relative energy (zero: lowest compared OMol25 entry of this formula, charge and spin) (kJ/mol): 0.00
Total energy (eV): -88516.9355
Orbital gap (alpha / beta) (eV): 7.6 / 7.2
Largest force on an atom (eV Å⁻¹): 1.3



DFT (the ωB97M-V functional and the def2-TZVPD basis) results for a cluster of 13 separate species, C14H54O14 in total in a non-equilibrium geometry.

Geometry as ORCA input:
```
! RIJCOSX wB97M-V def2-TZVPD def2/J DEFGRID3
* xyz 0 1
C 1.30 4.33 -0.65
O 0.71 3.14 -0.95
H 2.37 4.31 -0.84
H 0.90 5.14 -1.26
H 1.23 4.52 0.42
H -0.13 3.08 -0.49
C 3.75 1.28 -0.73
O 2.85 1.67 -1.69
H 4.65 0.88 -1.19
H 4.08 2.12 -0.11
H 3.40 0.55 0.00
H 2.15 2.23 -1.35
C 2.71 -1.90 -1.64
O 1.69 -2.90 -1.78
H 3.12 -1.91 -0.63
H 3.56 -2.07 -2.30
H 2.28 -0.93 -1.88
H 0.97 -2.61 -1.22
C -1.55 -4.75 -1.89
O -2.09 -5.98 -2.40
H -1.12 -4.18 -2.71
H -2.26 -4.06 -1.42
H -0.79 -4.98 -1.14
H -1.72 -6.68 -1.85
C -2.84 1.25 2.79
O -2.36 0.12 3.52
H -3.88 1.48 3.04
H -2.20 2.12 2.96
H -2.76 1.06 1.72
H -1.76 -0.33 2.92
C -2.43 4.28 0.78
O -1.93 3.12 0.18
H -3.50 4.14 0.93
H -1.98 4.43 1.76
H -2.23 5.18 0.21
H -2.71 2.73 -0.22
C 2.81 2.41 2.91
O 2.34 3.74 2.91
H 3.49 2.33 3.75
H 1.96 1.73 2.92
H 3.40 2.26 2.01
H 1.66 3.77 3.59
C -0.46 -3.89 2.46
O 0.71 -3.29 2.03
H -0.43 -4.85 1.95
H -0.41 -3.98 3.55
H -1.32 -3.34 2.09
H 1.47 -3.88 2.00
C -0.15 0.72 -4.89
O 0.78 0.25 -5.83
H 0.04 1.80 -4.82
H -1.19 0.63 -5.19
H 0.13 0.32 -3.91
H 1.63 0.13 -5.39
C 4.39 -1.32 2.30
O 5.58 -0.66 1.94
H 3.75 -0.47 2.53
H 4.00 -1.87 1.45
H 4.37 -1.95 3.19
H 5.79 -0.96 1.05
C -3.23 1.05 -2.25
O -3.80 1.73 -1.16
H -2.20 1.40 -2.38
H -3.17 -0.04 -2.19
H -3.71 1.36 -3.17
H -4.70 1.42 -0.99
C -3.97 -1.63 0.00
O -3.15 -2.68 0.53
H -4.91 -1.49 0.54
H -3.48 -0.65 0.03
H -4.24 -1.95 -1.00
H -3.70 -3.37 0.90
C 0.33 0.07 1.09
C -0.42 -0.20 -0.21
O -0.51 -1.58 -0.50
O -0.32 -0.66 2.13
H 0.38 1.15 1.25
H 1.35 -0.27 0.90
H 0.18 0.26 -1.00
H -1.46 0.13 -0.16
H -1.06 -2.01 0.16
H 0.02 -1.54 1.96
*
```

Values from the calculation:
Total energy (eV): -44052.4894
Orbital gap (eV): 9.9
Largest force on an atom (eV Å⁻¹): 2.7



DFT (the ωB97M-V functional and the def2-TZVPD basis) results for a cluster of 17 separate species, C29H54ClF9IN18O34PS3 in total in a non-equilibrium geometry.

Geometry as ORCA input:
```
! RIJCOSX wB97M-V def2-TZVPD def2/J DEFGRID3
* xyz 0 1
C -1.72 -0.82 -5.80
S -0.07 -0.02 -5.63
O 0.80 -0.40 -6.76
O -0.35 1.44 -5.63
C 0.73 -0.49 -4.00
N 0.06 -1.38 -3.23
C 0.81 -1.58 -2.06
C 0.23 -2.52 -1.01
P -1.43 -3.37 -1.36
S -2.87 -2.79 -0.20
C 0.93 -2.77 0.25
S 0.02 -3.89 1.38
C 2.26 -2.14 0.59
C 2.99 -2.44 1.93
F 4.35 -2.25 1.92
F 2.83 -3.76 2.36
C 2.40 -1.41 3.03
F 1.24 -0.81 2.61
F 3.35 -0.38 3.08
C 2.33 -2.00 4.48
F 1.35 -2.97 4.60
F 3.51 -2.63 4.83
C 2.04 -0.93 5.63
F 1.63 0.28 5.18
F 3.16 -0.82 6.42
F 1.05 -1.38 6.47
C 2.79 -1.23 -0.42
Cl 4.33 -0.33 -0.16
C 2.09 -0.96 -1.73
N 2.73 -0.09 -2.59
C 2.05 0.15 -3.72
I 2.94 1.55 -5.11
H -2.45 -0.08 -5.36
H -1.80 -1.75 -5.18
H -2.00 -0.95 -6.87
H -1.70 -3.22 -2.75
H -1.15 -4.77 -1.19
H -0.47 -3.13 2.42
C -7.10 -3.98 -1.93
N -5.87 -4.70 -2.33
O -5.91 -5.39 -3.34
O -4.89 -4.55 -1.62
H -7.89 -4.20 -2.65
H -7.38 -4.33 -0.94
H -6.87 -2.92 -1.92
C 0.84 -5.07 -5.47
N -0.24 -4.67 -4.53
O -0.24 -5.20 -3.43
O -1.04 -3.85 -4.92
H 1.48 -5.80 -4.99
H 0.36 -5.49 -6.36
H 1.40 -4.17 -5.72
C 0.06 2.80 -1.87
N -1.13 2.14 -1.26
O -1.01 0.97 -0.93
O -2.13 2.82 -1.14
H 0.87 2.08 -1.91
H -0.22 3.12 -2.87
H 0.32 3.64 -1.24
C -3.31 0.82 1.53
N -4.77 0.60 1.40
O -5.50 1.58 1.36
O -5.15 -0.56 1.34
H -3.12 1.89 1.57
H -2.99 0.34 2.44
H -2.83 0.38 0.65
C -5.08 1.06 -2.24
N -4.45 -0.05 -3.01
O -3.79 0.25 -3.99
O -4.63 -1.17 -2.60
H -4.83 2.00 -2.72
H -6.15 0.90 -2.24
H -4.68 1.03 -1.23
C 3.76 5.14 -2.66
N 2.56 4.51 -2.05
O 2.64 3.34 -1.72
O 1.58 5.22 -1.94
H 4.55 4.40 -2.71
H 3.49 5.47 -3.66
H 4.05 5.98 -2.03
C 6.11 0.08 6.83
N 6.86 0.99 7.74
O 6.54 0.99 8.92
O 7.74 1.66 7.25
H 5.37 -0.45 7.40
H 5.65 0.70 6.07
H 6.83 -0.61 6.39
C 3.71 2.56 4.16
N 4.67 3.50 3.52
O 4.35 4.00 2.46
O 5.72 3.69 4.10
H 2.82 2.48 3.53
H 4.20 1.60 4.25
H 3.45 2.97 5.13
C -4.93 -7.50 0.78
N -5.08 -6.16 1.40
O -6.16 -5.60 1.30
O -4.10 -5.71 1.97
H -5.88 -7.77 0.31
H -4.14 -7.43 0.04
H -4.68 -8.20 1.57
C -1.92 7.20 -2.01
N -1.62 6.89 -3.43
O -0.48 6.56 -3.71
O -2.54 6.98 -4.22
H -1.01 7.08 -1.43
H -2.26 8.23 -1.97
H -2.69 6.51 -1.67
C 4.34 -5.76 4.68
N 4.00 -7.10 4.11
O 4.57 -7.43 3.09
O 3.18 -7.76 4.71
H 5.08 -5.29 4.04
H 3.42 -5.18 4.70
H 4.73 -5.92 5.68
C -4.93 -0.11 5.02
N -4.22 1.19 5.07
O -4.44 1.91 6.03
O -3.48 1.45 4.14
H -5.56 -0.21 5.90
H -5.54 -0.12 4.11
H -4.18 -0.90 4.99
C 6.07 6.87 4.99
N 5.39 8.14 5.35
O 4.19 8.20 5.19
O 6.10 9.04 5.77
H 5.33 6.17 4.63
H 6.80 7.09 4.21
H 6.56 6.49 5.89
C 10.55 7.14 3.46
N 9.09 6.90 3.33
O 8.36 7.88 3.32
O 8.73 5.74 3.24
H 10.73 8.21 3.53
H 10.89 6.63 4.37
H 11.03 6.72 2.58
C -10.20 -6.05 -5.10
N -9.42 -5.15 -4.20
O -9.73 -5.14 -3.02
O -8.55 -4.49 -4.72
H -10.94 -6.58 -4.51
H -10.67 -5.43 -5.86
H -9.49 -6.75 -5.54
C -2.05 2.39 -8.91
N -3.26 1.80 -8.27
O -3.20 0.64 -7.91
O -4.23 2.53 -8.16
H -1.27 1.63 -8.94
H -2.32 2.70 -9.91
H -1.74 3.24 -8.30
*
```

Values from the calculation:
Total energy (eV): -214211.4717
Orbital gap (eV): 6.0
Largest force on an atom (eV Å⁻¹): 4.8



DFT (the ωB97M-V functional and the def2-TZVPD basis) results for the molecule C9H13OPS in a non-equilibrium geometry.

Geometry as ORCA input:
```
! RIJCOSX wB97M-V def2-TZVPD def2/J DEFGRID3
* xyz 0 1
C 1.29 -1.06 -1.98
C 0.09 -0.11 -1.65
P 0.36 1.04 -0.19
S 2.42 2.00 -0.03
O -0.56 2.33 -0.37
C -0.36 3.39 -1.44
C -0.13 0.14 1.31
C 0.16 0.67 2.53
C -0.26 0.00 3.69
C -0.74 -1.26 3.57
C -0.93 -1.79 2.33
C -0.55 -1.14 1.16
H 1.21 -2.02 -1.39
H 1.46 -1.27 -3.09
H 2.09 -0.43 -1.65
H -0.77 -0.63 -1.35
H -0.17 0.49 -2.47
H -0.64 3.11 -2.47
H 0.68 3.63 -1.31
H -0.98 4.19 -1.06
H 0.75 1.64 2.65
H -0.21 0.58 4.60
H -0.97 -1.99 4.33
H -1.42 -2.81 2.31
H -0.63 -1.60 0.19
*
```

Values from the calculation:
Relative energy (zero: lowest compared OMol25 entry of this formula, charge and spin) (kJ/mol): 0.00
Total energy (eV): -31714.4273
SMILES: CC[P@@](=S)(OC)c1ccccc1
Orbital gap (eV): 8.2
Largest force on an atom (eV Å⁻¹): 5.0



DFT (the ωB97M-V functional and the def2-TZVPD basis) results for a cluster of 10 separate species, C35H55F5O20 in total in a non-equilibrium geometry.

Geometry as ORCA input:
```
! RIJCOSX wB97M-V def2-TZVPD def2/J DEFGRID3
* xyz 0 1
O 6.33 13.80 14.13
C 5.13 13.90 14.18
O 4.33 14.34 13.20
C 2.93 14.37 13.66
C 3.04 13.69 14.98
F 2.64 12.43 14.89
O 4.40 13.79 15.33
H 2.51 15.38 13.61
H 2.26 13.83 13.02
H 2.44 14.17 15.76
O 0.91 14.79 10.40
C 0.35 13.76 10.60
O 0.55 12.89 11.60
C -0.23 11.66 11.40
C -1.30 12.13 10.36
F -2.55 12.29 10.95
O -0.71 13.30 9.81
H 0.47 11.02 10.93
H -0.53 11.42 12.38
H -1.51 11.38 9.59
O -3.35 17.28 11.59
C -2.33 17.64 11.02
O -1.57 16.86 10.19
C -0.39 17.51 9.82
C -0.72 18.93 10.13
F -1.20 19.54 9.02
O -1.71 18.83 11.11
H 0.35 17.16 10.55
H -0.12 17.20 8.81
H 0.06 19.49 10.53
O 8.85 19.74 13.59
C 8.49 18.61 13.61
O 8.85 17.75 14.61
C 8.24 16.51 14.33
C 7.23 16.78 13.26
F 6.00 16.97 13.78
O 7.69 17.96 12.74
H 9.02 15.84 13.92
H 7.80 16.01 15.18
H 7.13 16.07 12.46
O 3.02 20.54 16.35
C 4.13 20.62 16.05
O 5.15 19.91 16.50
C 6.38 20.40 16.04
C 6.05 21.03 14.71
F 6.02 20.07 13.73
O 4.68 21.42 15.01
H 6.75 21.28 16.64
H 7.09 19.56 15.99
H 6.56 21.90 14.41
C 0.17 19.25 14.13
C -1.01 18.46 14.54
C -0.69 17.04 14.03
O 0.60 17.02 13.42
C 1.25 18.19 13.92
H 0.53 20.04 14.75
H -0.14 19.67 13.20
H -1.92 18.88 14.00
H -1.21 18.43 15.64
H -1.42 16.80 13.27
H -0.67 16.31 14.90
H 1.94 18.61 13.17
H 1.70 18.04 14.97
C -0.80 17.59 5.20
C -1.51 16.81 6.31
C -0.46 15.77 6.56
O 0.79 16.36 6.41
C 0.63 17.55 5.62
H -1.21 18.61 5.22
H -1.04 17.20 4.24
H -2.44 16.40 5.99
H -1.60 17.45 7.20
H -0.54 14.93 5.85
H -0.51 15.33 7.56
H 1.27 17.52 4.74
H 0.89 18.45 6.22
C 3.95 13.44 9.81
C 3.73 13.08 8.31
C 2.53 12.09 8.39
O 2.25 11.90 9.76
C 3.35 12.27 10.60
H 3.42 14.36 10.00
H 5.02 13.77 9.96
H 4.62 12.67 7.84
H 3.48 13.96 7.71
H 2.66 11.13 7.98
H 1.57 12.45 7.91
H 4.09 11.48 10.52
H 2.95 12.37 11.65
C 7.96 22.30 10.24
C 6.90 23.04 11.24
C 5.65 23.07 10.37
O 5.86 22.06 9.32
C 7.21 22.29 8.94
H 8.21 21.27 10.60
H 8.83 22.95 10.13
H 7.35 23.99 11.61
H 6.78 22.39 12.09
H 5.53 24.01 9.83
H 4.72 22.75 10.80
H 7.28 23.28 8.53
H 7.46 21.50 8.29
C 4.64 17.67 9.72
C 5.14 18.64 10.82
C 3.90 19.46 11.04
O 2.76 18.64 10.80
C 3.24 17.44 10.35
H 5.09 16.68 9.52
H 4.51 18.22 8.73
H 6.02 19.19 10.58
H 5.39 18.09 11.71
H 3.84 20.23 10.25
H 3.78 19.98 12.02
H 2.40 17.12 9.69
H 3.33 16.73 11.23
*
```

Values from the calculation:
Relative energy (zero: lowest compared OMol25 entry of this formula, charge and spin) (kJ/mol): 0.00
Total energy (eV): -91721.6666
SMILES: O=C1OC[C@@H](F)O1.O=C1OC[C@@H](F)O1.O=C1OC[C@@H](F)O1.O=C1OC[C@@H](F)O1.O=C1OC[C@@H](F)O1.C1CCOC1.C1CCOC1.C1CCOC1.C1CCOC1.C1CCOC1
Orbital gap (eV): 9.7
Largest force on an atom (eV Å⁻¹): 4.6